# 1
{"formula": "C19H18Cl3MnN7O2S", "method": "the ωB97M-V functional and the def2-TZVPD basis", "total_charge": 1, "spin_multiplicity": 5, "homo_lumo_gap_ev": [5.72, 6.86], "homo_energy_ev": [-10.96, -11.03], "species": ["Mn", "S", "C", "N", "N", "C", "C", "C", "C", "C", "C", "N", "N", "C", "C", "C", "C", "C", "C", "H", "H", "H", "H", "H", "H", "H", "H", "H", "H", "H", "C", "C", "N", "O", "C", "C", "N", "O", "H", "H", "H", "H", "H", "H", "H", "Cl", "C", "Cl", "Cl", "C", "N"], "xyz": [[-1.534, 0.252, 1.293], [-2.776, 1.346, -0.322], [-1.631, 1.040, -1.687], [-1.962, 1.442, -2.834], [-1.185, 1.302, -3.871], [0.131, 0.786, -4.053], [1.235, 1.624, -4.077], [2.500, 1.140, -4.359], [2.666, -0.227, -4.548], [1.530, -1.078, -4.495], [0.266, -0.582, -4.226], [-0.303, 0.630, -1.424], [-0.062, 0.241, -0.265], [1.182, -0.240, -0.021], [1.308, -1.448, 0.665], [2.552, -2.037, 0.820], [3.684, -1.501, 0.224], [3.580, -0.216, -0.395], [2.348, 0.380, -0.522], [-1.559, 1.717, -4.629], [0.986, 2.670, -3.959], [3.368, 1.776, -4.421], [3.646, -0.701, -4.756], [1.626, -2.155, -4.598], [-0.640, -1.177, -4.302], [0.418, -1.880, 1.175], [2.687, -2.929, 1.461], [4.652, -1.982, 0.392], [4.437, 0.340, -0.680], [2.319, 1.345, -1.003], [-1.211, 2.812, 4.691], [-1.272, 1.706, 3.729], [-1.603, 1.983, 2.535], [-1.929, 3.298, 2.287], [-0.923, 0.298, 4.092], [-0.745, -0.129, 5.499], [-0.840, -0.488, 3.043], [-0.616, -1.780, 3.131], [-1.160, 3.761, 4.155], [-0.410, 2.710, 5.432], [-2.179, 2.857, 5.211], [-2.171, 3.277, 1.359], [-0.840, -1.240, 5.518], [-1.392, 0.423, 6.182], [0.329, 0.090, 5.773], [-4.637, -2.839, -1.672], [-3.218, -3.574, -0.779], [-1.825, -3.909, -1.758], [-3.692, -5.067, 0.146], [-2.748, -2.510, 0.115], [-2.389, -1.560, 0.725]]}


# 2
{"formula": "C19H18ClN5O6S2", "method": "the ωB97M-V functional and the def2-TZVPD basis", "homo_lumo_gap_ev": 7.93, "homo_energy_ev": -8.98, "species": ["H", "N", "C", "C", "C", "C", "C", "C", "C", "O", "S", "C", "O", "O", "C", "Cl", "C", "C", "O", "N", "C", "S", "C", "C", "C", "O", "N", "C", "C", "O", "C", "C", "N", "N", "H", "H", "H", "H", "H", "H", "H", "H", "H", "H", "H", "H", "H", "H", "H", "H", "H"], "xyz": [[-1.416, 1.084, 1.151], [-1.026, 0.829, 0.249], [-1.581, -0.159, -0.302], [-1.161, -0.742, -1.574], [-0.036, -0.430, -2.259], [0.999, 0.559, -2.045], [0.749, 1.865, -1.623], [1.783, 2.771, -1.497], [3.094, 2.389, -1.755], [4.111, 3.289, -1.589], [5.077, 3.635, -2.867], [4.893, 5.424, -2.812], [4.470, 3.124, -4.053], [6.426, 3.307, -2.557], [3.353, 1.085, -2.184], [4.980, 0.636, -2.503], [2.314, 0.191, -2.353], [-1.964, -1.872, -2.172], [-1.698, -2.324, -3.261], [-3.011, -2.386, -1.436], [-3.300, -1.883, -0.304], [-4.597, -2.437, 0.735], [-4.146, -1.157, 1.869], [-4.840, -1.003, 3.165], [-4.296, -2.047, 4.167], [-4.935, -3.049, 4.404], [-3.113, -1.778, 4.747], [-2.200, -0.691, 4.468], [-0.893, -1.275, 3.907], [-0.327, -2.203, 4.796], [-1.216, -3.267, 5.059], [-2.529, -2.753, 5.654], [-3.157, -0.442, 1.494], [-2.672, -0.828, 0.298], [0.134, -1.076, -3.119], [-0.261, 2.174, -1.418], [1.593, 3.785, -1.182], [3.866, 5.658, -3.052], [5.156, 5.745, -1.814], [5.569, 5.845, -3.544], [2.532, -0.807, -2.699], [-5.899, -1.231, 3.042], [-4.721, 0.010, 3.548], [-2.617, 0.014, 3.754], [-1.980, -0.175, 5.410], [-0.150, -0.489, 3.765], [-1.098, -1.757, 2.938], [-0.706, -3.926, 5.762], [-1.428, -3.819, 4.130], [-3.240, -3.567, 5.790], [-2.333, -2.266, 6.615]]}